{"formula": "C12H36ClN3O3", "method": "the ωB97M-V functional and the def2-TZVPD basis", "fmax_ev_per_a": 0.93, "e_homo_ev": -15.076, "gap_ev": 10.12, "total_energy_ev": -36149.44514, "lumo_energy_ha": -0.18227, "total_charge": 2, "elements": ["Cl", "C", "C", "C", "O", "C", "N", "H", "H", "H", "H", "H", "H", "H", "H", "H", "H", "H", "H", "C", "C", "C", "O", "C", "N", "H", "H", "H", "H", "H", "H", "H", "H", "H", "H", "H", "H", "C", "C", "C", "O", "C", "N", "H", "H", "H", "H", "H", "H", "H", "H", "H", "H", "H", "H"], "positions_angstrom": [[-0.54107, -0.95845, -0.53393], [-0.20712, 0.51362, -4.30674], [-1.54723, 1.06083, -3.87921], [-2.40949, 1.70503, -4.94139], [-3.66819, 1.92593, -4.32489], [-4.50329, 2.88884, -4.97529], [-2.38106, -0.00825, -3.24312], [-2.04310, -0.34398, -2.32933], [-3.34188, 0.35412, -3.15595], [-2.43326, -0.83068, -3.85151], [0.25826, -0.01196, -3.47191], [0.44841, 1.30683, -4.65873], [-0.32211, -0.19444, -5.13229], [-1.41844, 1.79762, -3.08191], [-2.53941, 1.01586, -5.78844], [-1.99505, 2.65637, -5.27904], [-3.92621, 3.77980, -5.23495], [-5.25001, 3.19734, -4.24943], [-4.97037, 2.45266, -5.85713], [2.72771, 2.78885, 0.37293], [1.79552, 1.86730, 1.13165], [1.89566, 1.93758, 2.63349], [1.11726, 0.90333, 3.17526], [1.20583, 0.81971, 4.59076], [0.36736, 2.08864, 0.68274], [-0.32959, 2.04773, 1.43385], [0.29756, 3.01198, 0.25159], [0.03865, 1.37462, 0.01380], [2.88831, 2.43616, -0.64685], [3.72538, 2.76667, 0.81262], [2.40915, 3.83324, 0.35380], [2.04585, 0.84969, 0.82985], [1.56911, 2.91480, 3.02401], [2.95845, 1.85281, 2.89164], [2.12111, 1.28717, 4.96647], [1.24524, -0.22578, 4.89469], [0.37076, 1.29874, 5.10592], [2.50197, -1.97908, 1.74435], [1.38681, -2.95659, 2.02787], [0.19443, -2.43416, 2.79900], [-0.81040, -3.40427, 2.84643], [-0.70485, -4.31443, 3.93579], [0.90315, -3.56452, 0.73058], [0.32992, -4.38087, 0.95637], [0.28058, -2.94029, 0.18335], [1.73683, -3.82743, 0.20825], [2.72473, -1.37603, 2.62385], [2.19871, -1.30980, 0.93551], [3.43083, -2.47895, 1.46694], [1.79147, -3.81765, 2.56662], [-0.18414, -1.51869, 2.33478], [0.56774, -2.09631, 3.77381], [-0.25479, -3.87378, 4.82660], [-0.06209, -5.16808, 3.67259], [-1.68962, -4.71941, 4.14427]], "forces_ev_per_angstrom": [[0.0, 0.5, -0.2], [-0.2, -0.4, -0.3], [0.3, 0.6, 0.7], [-0.8, -0.2, -0.2], [0.2, 0.1, 0.2], [0.1, 0.1, 0.2], [-0.5, -0.7, -0.2], [0.4, 0.1, 0.2], [0.1, 0.1, 0.0], [0.0, 0.1, 0.0], [0.1, 0.1, 0.0], [0.0, 0.1, 0.1], [0.0, 0.0, 0.0], [0.0, 0.0, 0.0], [0.2, 0.2, -0.1], [0.3, -0.1, -0.1], [0.0, -0.1, -0.1], [-0.1, -0.2, -0.1], [0.0, 0.1, -0.1], [0.4, 0.1, -0.2], [0.3, -0.5, -0.2], [0.0, 0.5, 0.2], [0.0, -0.1, -0.2], [0.3, 0.0, 0.7], [-0.5, 0.2, -0.1], [0.4, -0.1, 0.3], [-0.1, 0.0, 0.0], [0.2, -0.4, -0.1], [-0.3, 0.1, -0.1], [-0.1, 0.0, 0.2], [-0.1, 0.0, 0.1], [-0.3, -0.1, 0.1], [0.0, 0.0, -0.1], [-0.1, -0.2, 0.0], [0.0, 0.0, -0.2], [-0.1, 0.0, -0.2], [-0.1, 0.0, -0.3], [0.0, 0.3, -0.2], [0.3, -0.5, 0.2], [0.3, 0.7, -0.2], [-0.1, 0.3, 0.3], [0.5, -0.8, -0.1], [-0.2, -0.2, 0.4], [0.1, -0.1, -0.1], [0.3, 0.5, 0.0], [-0.3, -0.2, -0.4], [-0.1, 0.0, 0.0], [0.1, 0.0, 0.1], [-0.1, -0.1, -0.1], [0.0, 0.0, 0.1], [-0.2, -0.2, -0.2], [-0.2, -0.4, 0.2], [-0.3, 0.3, 0.0], [-0.1, 0.1, 0.0], [-0.1, 0.2, 0.1]], "lowdin_charge": [-0.1579, -0.0304, -0.3410, -0.1745, -0.2244, -0.0486, 0.2053, 0.0247, 0.1602, 0.1780, 0.0618, 0.0990, 0.0982, 0.1519, 0.1486, 0.1435, 0.0952, 0.0976, 0.1005, -0.0242, -0.3199, -0.2058, -0.2000, -0.0679, 0.2201, 0.1694, 0.1622, 0.0358, 0.0952, 0.1015, 0.0977, 0.1240, 0.1519, 0.1450, 0.0992, 0.0798, 0.1012, -0.0288, -0.3234, -0.2215, -0.1692, -0.0673, 0.2035, 0.1661, 0.0076, 0.1691, 0.0912, 0.0562, 0.0969, 0.1560, 0.1015, 0.1218, 0.0969, 0.0907, 0.0994]}